Molecular formula: C3H12NO2
Method: DFT, ωB97M-V with the def2-TZVPD basis set

Cartesian coordinates (Å):
H 1.200 2.295 1.798
H -1.680 -1.678 1.872
O -0.584 0.391 -2.366
O 1.120 -1.684 -1.254
H -2.028 -0.760 0.350
N 0.306 0.850 0.705
H -2.189 0.092 1.824
C 0.942 1.972 0.788
H 0.548 -1.057 1.552
H 0.965 -1.383 -2.196
H -0.116 -0.356 -2.870
H -1.569 0.071 -2.434
C -0.119 -0.246 1.745
H -0.126 0.157 2.708
C -1.556 -0.747 1.331
H 1.859 -2.235 -1.534
H 1.069 2.701 0.060
H 0.039 0.664 -0.292

Results
* total charge: +1
* LUMO: -4.525 eV
* highest occupied orbital energy: -0.56970 hartree
* calculated total energy: -326.4244 Eh
* frontier orbital gap: 0.40340 Ha
* spin multiplicity: 1

=====

Molecular formula: C5H8N2O2
Method: DFT, ωB97M-V with the def2-TZVPD basis set

Cartesian coordinates (Å):
H 0.924 2.294 -0.663
H 0.929 -2.481 0.930
C -0.283 0.690 -0.370
C 0.918 0.688 0.505
H -0.665 -0.693 -2.070
H -2.091 -0.528 -0.295
H -1.660 0.302 1.283
H 1.846 0.437 -0.059
H 0.915 0.066 -2.040
N 0.296 1.924 0.040
C 0.108 -0.350 -1.438
H -2.247 1.244 -0.044
N 0.595 -1.563 0.651
O 0.660 -0.499 2.671
C -1.647 0.380 0.194
C 0.719 -0.440 1.446
O 0.684 -1.471 -0.742

Results
* LUMO: 0.645 eV
* highest occupied orbital energy: -0.33556 hartree
* calculated total energy: -455.1516 Eh
* frontier orbital gap: 0.35928 Ha
* spin multiplicity: 1